Below is a structure of composition C27H28N4O2RhSi, with properties calculated with wB97M-V/def2-TZVPD.

## Properties
Relative energy (zero: lowest compared OMol25 entry of this formula, charge and spin) = 2.7 kJ/mol
Calculated total energy = -49388.986 eV
LUMO (alpha / beta) = -2.62 / -5.05 eV
Orbital gap (alpha / beta) = 5.379 / 6.343 eV
Expectation value of S² = 6.06

```
! wB97M-V def2-TZVPD RIJCOSX def2/J DEFGRID3
* xyz 1 5
Rh -0.124 -0.056 -0.197
O -1.803 3.174 1.485
C -1.647 2.046 1.013
N -0.415 1.744 0.313
C 0.699 2.653 0.381
C 1.915 1.982 -0.199
C 3.135 2.631 -0.292
C 4.221 1.964 -0.822
C 4.064 0.655 -1.254
C 2.823 0.067 -1.134
N 1.770 0.710 -0.620
C -2.506 0.924 1.043
C -3.794 0.957 1.628
C -4.565 -0.161 1.640
C -4.060 -1.364 1.058
C -2.818 -1.356 0.502
N -2.030 -0.259 0.466
H 0.877 2.958 1.418
H 0.470 3.576 -0.162
H 3.221 3.653 0.054
H 5.181 2.457 -0.899
H 4.886 0.097 -1.678
H 2.649 -0.955 -1.446
H -4.129 1.893 2.056
H -5.551 -0.145 2.084
H -4.644 -2.273 1.053
H -2.400 -2.254 0.064
C -0.808 -1.141 -2.925
Si -0.124 -2.643 -2.063
C -1.383 -4.005 -2.041
C 1.402 -3.242 -2.940
N 0.274 -2.035 -0.420
C 0.764 -2.732 0.611
C 1.091 -4.119 0.540
C 1.613 -4.782 1.616
C 1.830 -4.100 2.823
C 1.524 -2.752 2.948
C 0.998 -2.076 1.867
O 0.628 -0.770 1.918
C 1.090 0.103 2.915
C 2.441 0.381 3.010
C 2.850 1.342 3.924
C 1.915 2.009 4.705
C 0.563 1.717 4.578
C 0.139 0.750 3.675
H -1.109 -1.421 -3.941
H -0.068 -0.341 -3.035
H -1.702 -0.742 -2.437
H -1.520 -4.335 -3.075
H -2.356 -3.679 -1.669
H -1.071 -4.873 -1.458
H 1.092 -3.625 -3.916
H 1.908 -4.053 -2.413
H 2.130 -2.448 -3.121
H 0.921 -4.644 -0.390
H 1.852 -5.833 1.537
H 2.235 -4.629 3.675
H 1.682 -2.231 3.882
H 3.154 -0.141 2.382
H 3.903 1.573 4.021
H 2.240 2.762 5.410
H -0.169 2.243 5.176
H -0.909 0.513 3.538
*
```


Below is an isolated molecule of C5H9N3 in a non-equilibrium geometry, with properties calculated with wB97M-V/def2-TZVPD.

## Properties
Relative energy (zero: lowest compared OMol25 entry of this formula, charge and spin) = 391.6 kJ/mol
Calculated total energy = -9797.408 eV
LUMO (alpha / beta) = 0.04 / 0.04 eV
Orbital gap (alpha / beta) = 7.589 / 7.587 eV
SMILES string = [H]/N=C(/N)NC(C)=C=C

```
! wB97M-V def2-TZVPD RIJCOSX def2/J DEFGRID3
* xyz 0 1
H -2.068 -1.089 1.157
N -2.379 -0.792 0.237
C -1.381 -0.444 -0.505
N -1.631 -0.143 -1.847
N -0.004 -1.157 -0.260
C 0.778 -0.189 0.194
C 2.233 -0.325 0.477
C -0.041 0.945 0.197
C -0.094 2.057 0.919
H -0.810 0.034 -2.404
H -2.268 -0.803 -2.275
H 0.099 -2.134 0.006
H 2.803 0.197 -0.296
H 2.477 0.148 1.431
H 2.556 -1.367 0.491
H -0.869 2.797 0.747
H 0.601 2.266 1.732
*
```


Below is an isolated molecule of C2H4ClOP in a non-equilibrium geometry, with properties calculated with wB97M-V/def2-TZVPD.

## Properties
Relative energy (zero: lowest compared OMol25 entry of this formula, charge and spin) = 213.1 kJ/mol
Calculated total energy = -25995.715 eV
LUMO = 0.19 eV
Orbital gap = 9.796 eV
SMILES string = O=CPCCl

```
! wB97M-V def2-TZVPD RIJCOSX def2/J DEFGRID3
* xyz 0 1
O 2.300 -0.006 -0.301
C 1.352 0.599 0.090
P 0.114 -0.163 1.199
C -1.228 -0.263 -0.327
Cl -2.823 -0.073 0.216
H 1.292 1.694 -0.195
H 0.883 -1.304 1.012
H -1.104 -1.163 -0.932
H -0.786 0.680 -0.762
*
```


Below is an isolated molecule of C3H7NOS in a non-equilibrium geometry, with properties calculated with wB97M-V/def2-TZVPD.

## Properties
Relative energy (zero: lowest compared OMol25 entry of this formula, charge and spin) = 101.3 kJ/mol
Calculated total energy = -17596.879 eV
LUMO = 0.67 eV
Orbital gap = 9.823 eV
SMILES string = CSC(=O)CN

```
! wB97M-V def2-TZVPD RIJCOSX def2/J DEFGRID3
* xyz 0 1
C -1.883 0.105 -1.896
S -0.069 -0.091 -1.540
C 0.027 -0.310 0.204
O -0.923 -0.592 0.935
C 1.446 -0.038 0.659
N 1.553 0.021 2.099
H -2.193 1.163 -1.582
H -2.325 -0.686 -1.237
H -1.978 0.004 -2.971
H 1.991 -0.945 0.342
H 1.948 0.801 0.190
H 0.670 -0.382 2.432
H 1.735 0.950 2.363
*
```


Below is a cluster of 2 separate species, C3H4S2 in total in a non-equilibrium geometry, with properties calculated with wB97M-V/def2-TZVPD.

## Properties
Relative energy (zero: lowest compared OMol25 entry of this formula, charge and spin) = 498.9 kJ/mol
Calculated total energy = -24840.471 eV
LUMO = -0.67 eV
Orbital gap = 7.777 eV

```
! wB97M-V def2-TZVPD RIJCOSX def2/J DEFGRID3
* xyz 0 1
C -1.222 -0.857 -0.579
C 0.136 -0.774 -0.184
C 0.921 1.261 0.666
S -0.074 -1.044 -1.987
S -0.453 -2.260 0.549
H -2.175 -0.383 -0.692
H -0.110 1.746 0.434
H 1.800 1.538 0.166
H 1.177 0.773 1.625
*
```


Below is a cluster of 2 separate species, C20H34IN5O4PS in total in a non-equilibrium geometry, with properties calculated with wB97M-V/def2-TZVPD.

## Properties
Relative energy (zero: lowest compared OMol25 entry of this formula, charge and spin) = 0.0 kJ/mol
Calculated total energy = -65133.219 eV
LUMO = -5.15 eV
Orbital gap = 4.068 eV

```
! wB97M-V def2-TZVPD RIJCOSX def2/J DEFGRID3
* xyz 1 1
C -3.250 4.795 -2.528
C -2.792 3.320 -2.026
N -1.389 3.219 -1.673
C -0.831 1.977 -1.211
C -1.713 0.677 -1.119
N -0.993 -0.517 -0.633
C -1.278 -0.554 0.656
S -1.840 -0.607 2.222
C -3.246 0.699 -1.511
C -4.151 -0.598 -1.461
O -5.331 -0.716 -1.852
O -3.564 -1.830 -0.967
C -3.385 -2.784 -2.046
C -1.948 -2.747 -2.755
C -1.700 -4.169 -3.534
I -1.845 -1.199 -4.294
C -3.789 2.097 -1.952
C -5.286 2.394 -2.343
C -5.901 3.479 -1.145
C -5.821 2.867 0.432
O -7.165 3.044 -0.467
H -2.309 5.273 -2.991
H -4.050 4.660 -3.335
H -3.613 5.457 -1.674
H -0.742 4.029 -1.722
H 0.278 1.926 -0.916
H -3.487 -3.834 -1.569
H -4.172 -2.738 -2.870
H -1.073 -2.667 -2.011
H -2.339 -5.005 -3.074
H -1.936 -4.021 -4.639
H -0.571 -4.402 -3.441
H -5.452 2.915 -3.345
H -6.038 1.556 -2.217
H -5.683 4.652 -1.299
H -5.295 3.887 0.706
H -6.562 2.989 1.282
O 3.200 0.542 0.580
P 4.049 0.002 1.752
N 4.529 -1.355 0.839
C 4.374 -2.779 1.023
C 5.495 -1.086 -0.223
N 2.671 -0.159 2.772
C 2.054 -1.374 3.282
C 1.598 0.818 2.542
N 5.063 -0.531 3.118
C 6.370 0.135 3.110
C 5.194 -1.807 3.788
H 5.301 -3.242 1.381
H 4.117 -3.268 0.075
H 3.577 -3.054 1.705
H 6.515 -1.047 0.179
H 5.291 -0.130 -0.712
H 5.468 -1.844 -1.011
H 2.019 -2.175 2.548
H 1.013 -1.221 3.586
H 2.541 -1.700 4.204
H 0.946 0.508 1.717
H 2.009 1.803 2.317
H 0.982 0.951 3.439
H 7.073 -0.379 2.449
H 6.803 0.177 4.115
H 6.274 1.169 2.760
H 6.063 -2.374 3.429
H 4.337 -2.465 3.700
H 5.337 -1.637 4.860
*
```


Below is a cluster of 2 separate species, C34H39N4 in total in a non-equilibrium geometry, with properties calculated with wB97M-V/def2-TZVPD.

## Properties
Relative energy (zero: lowest compared OMol25 entry of this formula, charge and spin) = 114.0 kJ/mol
Calculated total energy = -41844.678 eV
LUMO = -3.63 eV
Orbital gap = 6.210 eV

```
! wB97M-V def2-TZVPD RIJCOSX def2/J DEFGRID3
* xyz 1 1
C 6.001 -5.003 0.927
N 4.929 -4.824 1.879
C 4.737 -5.885 2.847
C 4.124 -3.725 1.836
C 3.039 -3.579 2.745
C 2.172 -2.507 2.636
C 2.345 -1.511 1.636
C 1.365 -0.462 1.426
C 0.053 -0.614 1.940
C -0.910 0.388 1.939
C -2.040 0.404 2.850
C -2.823 1.574 2.969
C -3.877 1.632 3.872
C -4.160 0.531 4.691
C -3.426 -0.651 4.546
C -2.379 -0.726 3.631
C 1.762 0.772 0.723
C 0.960 1.356 -0.279
C 1.312 2.547 -0.894
C 2.556 3.162 -0.575
N 2.950 4.319 -1.189
C 4.159 5.007 -0.774
C 2.364 4.777 -2.428
C 3.383 2.576 0.423
C 2.955 1.440 1.086
C 3.491 -1.617 0.798
C 4.353 -2.691 0.883
H 6.658 -4.124 0.926
H 6.575 -5.879 1.233
H 5.651 -5.146 -0.106
H 3.672 -6.136 2.947
H 5.282 -6.767 2.498
H 5.107 -5.612 3.846
H 2.856 -4.335 3.507
H 1.320 -2.450 3.314
H -0.165 -1.561 2.443
H -0.656 1.344 1.490
H -2.608 2.420 2.315
H -4.488 2.531 3.920
H -4.971 0.585 5.412
H -3.686 -1.536 5.124
H -1.854 -1.678 3.486
H 0.040 0.839 -0.546
H 0.636 3.010 -1.617
H 4.226 5.023 0.315
H 5.068 4.526 -1.160
H 4.117 6.030 -1.155
H 2.137 3.934 -3.085
H 1.437 5.345 -2.283
H 3.088 5.428 -2.929
H 4.355 3.010 0.657
H 3.549 1.060 1.917
H 3.643 -0.885 0.008
H 5.183 -2.770 0.181
C -5.759 -0.436 -5.243
C -5.252 0.971 -5.577
C -4.501 1.466 -4.333
N -4.297 0.286 -3.512
C -3.613 0.316 -2.330
C -3.490 1.526 -1.615
C -2.817 1.501 -0.401
N -2.185 0.415 0.068
C -2.349 -0.754 -0.579
C -3.031 -0.857 -1.791
C -4.967 -0.906 -4.014
H -6.825 -0.400 -4.989
H -5.627 -1.129 -6.077
H -4.559 0.933 -6.427
H -6.068 1.652 -5.830
H -3.538 1.921 -4.607
H -5.091 2.229 -3.798
H -3.963 2.440 -1.965
H -2.796 2.411 0.198
H -1.908 -1.652 -0.127
H -3.075 -1.812 -2.318
H -5.631 -1.341 -3.248
H -4.228 -1.679 -4.287
*
```


Below is an isolated molecule of C6H9ClS in a non-equilibrium geometry, with properties calculated with wB97M-V/def2-TZVPD.

## Properties
Relative energy (zero: lowest compared OMol25 entry of this formula, charge and spin) = 67.3 kJ/mol
Calculated total energy = -29724.440 eV
LUMO = -0.22 eV
Orbital gap = 8.476 eV
SMILES string = CCC(=S)/C(C)=C\Cl

```
! wB97M-V def2-TZVPD RIJCOSX def2/J DEFGRID3
* xyz 0 1
C 1.548 -0.626 -1.129
C 0.294 0.025 -1.620
C -0.637 0.641 -0.617
S -1.532 1.899 -1.013
C -0.661 0.064 0.770
C -0.186 1.043 1.814
C -1.244 -1.089 1.021
Cl -2.063 -2.153 -0.049
H 2.100 -1.164 -1.883
H 1.235 -1.323 -0.355
H 2.236 0.104 -0.660
H 0.657 0.785 -2.363
H -0.256 -0.641 -2.278
H 0.916 1.206 1.790
H -0.381 0.728 2.855
H -0.716 1.996 1.687
H -1.310 -1.497 2.030
*
```